# 1
Here is C39H53N5P2Pt as an isolated structure at a distorted geometry from OMol25. Energies are from the ωB97M-V functional and the def2-TZVPD basis.

```
100
Properties=species:S:1:pos:R:3:mulliken_charge:R:1
Pt 0.78 -2.03 -1.07 0.77
C -0.58 2.30 2.51 -0.85
C -1.26 1.69 1.55 -0.35
C -1.09 1.96 0.08 0.16
C 0.31 1.77 -0.56 2.05
C 1.60 1.87 0.22 -0.62
C 1.96 2.91 0.97 -0.71
C 0.99 3.98 1.26 -0.70
C 0.05 3.66 2.43 -0.56
C 1.42 -2.18 0.87 -0.47
H -0.52 1.80 3.48 0.35
H -1.93 0.83 1.77 0.21
H -1.43 2.98 -0.16 0.50
H -1.77 1.27 -0.46 -0.17
H 0.33 0.73 -0.97 -1.70
H 0.35 2.45 -1.42 0.41
H 2.26 1.01 0.06 0.22
H 2.95 2.97 1.42 0.47
H 0.39 4.20 0.37 0.34
H 1.53 4.89 1.53 0.54
H 0.61 3.78 3.36 -0.06
H -0.78 4.37 2.44 0.34
H 0.78 -1.76 1.64 -0.54
H 2.40 -1.70 0.88 0.43
H 1.55 -3.27 1.00 0.43
P 1.86 -1.08 -2.60 -0.59
P -1.95 -0.25 -2.59 0.09
N 3.21 0.05 -2.94 0.80
N 2.44 -2.37 -3.62 0.68
N -1.97 1.28 -3.58 0.60
N -3.39 -0.79 -3.57 0.26
C 0.60 -0.31 -3.63 -0.97
C -0.70 -1.12 -3.59 -1.63
C 4.44 0.06 -2.28 -0.67
C 5.35 0.82 -3.02 -0.74
C 4.67 1.27 -4.20 -0.70
C 3.37 0.77 -4.13 -0.38
C 2.77 -3.66 -3.22 -0.50
C 3.26 -4.34 -4.32 -0.59
C 3.26 -3.43 -5.42 -0.65
C 2.74 -2.24 -4.96 -0.25
C -2.18 2.56 -3.05 -0.80
C -1.95 3.50 -4.02 -0.73
C -1.61 2.80 -5.22 -0.87
C -1.64 1.45 -4.92 -0.39
C -4.20 -0.16 -4.52 -0.25
C -5.04 -1.09 -5.12 -0.70
C -4.76 -2.36 -4.51 -0.54
C -3.74 -2.15 -3.59 -0.45
H 0.94 -0.18 -4.66 0.49
H 0.49 0.70 -3.18 0.76
H -1.06 -1.31 -4.61 0.41
H -0.61 -2.09 -3.05 0.84
H 4.54 -0.46 -1.34 0.47
H 6.37 1.02 -2.77 0.45
H 5.06 1.86 -5.00 0.46
H 2.56 0.88 -4.83 0.46
H 2.56 -3.94 -2.19 0.37
H 3.58 -5.38 -4.32 0.41
H 3.61 -3.60 -6.43 0.42
H 2.52 -1.31 -5.47 0.33
H -2.52 2.67 -2.01 0.68
H -2.01 4.58 -3.89 0.42
H -1.39 3.24 -6.19 0.49
H -1.46 0.60 -5.57 0.49
H -4.13 0.90 -4.71 0.36
H -5.77 -0.89 -5.91 0.40
H -5.24 -3.31 -4.72 0.40
H -3.22 -2.84 -2.94 0.36
C -1.48 0.54 8.11 -1.69
C -0.68 0.50 6.83 0.11
C 0.34 1.43 6.64 -0.61
C 1.13 1.41 5.47 1.46
C 2.20 2.44 5.22 -1.66
C 0.89 0.40 4.53 -0.71
C -0.22 -0.53 4.61 0.36
C -0.95 -0.46 5.86 -0.05
N -0.48 -1.26 3.53 -0.03
C -1.47 -2.35 3.50 1.64
C -1.13 -3.41 4.55 -1.68
C -2.90 -1.87 3.67 -1.59
C -1.39 -3.00 2.11 -1.93
H -0.85 0.26 8.97 0.34
H -1.88 1.54 8.30 0.36
H -2.31 -0.17 8.06 0.35
H 0.53 2.20 7.39 0.40
H 1.80 3.46 5.33 0.34
H 3.03 2.32 5.94 0.48
H 2.60 2.32 4.21 0.20
H 1.48 0.38 3.61 0.19
H -1.77 -1.15 6.04 0.26
H -1.17 -3.00 5.56 0.34
H -1.84 -4.25 4.47 0.46
H -0.12 -3.80 4.38 0.39
H -3.18 -1.21 2.85 0.33
H -3.57 -2.74 3.66 0.49
H -3.05 -1.33 4.61 0.33
H -1.65 -2.28 1.32 0.28
H -0.39 -3.39 1.88 0.36
H -2.10 -3.84 2.05 0.46
```

Calculated values
Calculated total energy = -70572.204 eV
⟨S²⟩ = 2.0591
2S+1 = 3
LUMO energy (spin up / spin down) = -0.37 / -1.17 eV

# 2
Here is C39H53N7O3RuSSi2 as an isolated structure at a distorted geometry from OMol25. Energies are from the ωB97M-V functional and the def2-TZVPD basis.

```
106
Properties=species:S:1:pos:R:3:mulliken_charge:R:1
Ru 0.04 0.72 0.04 -0.34
C -3.99 0.25 -2.13 -0.86
C -2.62 0.18 -1.89 -0.53
N -2.14 0.32 -0.67 1.65
C -3.02 0.48 0.33 -0.62
C -4.38 0.60 0.07 -0.07
N -4.86 0.49 -1.17 -0.57
C -2.44 0.39 1.69 0.12
C -3.17 0.37 2.86 -0.74
C -2.53 0.15 4.09 0.75
C -1.15 -0.09 4.06 -1.20
C -0.47 -0.04 2.86 -0.04
N -1.11 0.23 1.71 1.81
C 0.98 -0.25 2.70 -0.79
C 1.81 -0.70 3.71 0.01
N 3.11 -0.89 3.53 -0.57
C 3.59 -0.64 2.33 -1.12
C 2.78 -0.20 1.28 -1.03
N 1.48 -0.02 1.46 1.57
C -3.28 0.16 5.36 0.54
C -4.66 -0.03 5.40 -0.45
C -5.31 0.00 6.62 -0.48
N -4.69 0.19 7.78 -0.54
C -3.38 0.37 7.75 -0.47
C -2.63 0.36 6.58 -0.58
H -4.38 0.11 -3.13 0.49
H -1.91 0.03 -2.69 0.17
H -5.09 0.79 0.86 0.50
H -4.24 0.54 2.83 0.36
H -0.62 -0.33 4.96 0.53
H 1.42 -0.91 4.70 0.48
H 4.65 -0.78 2.17 0.47
H 3.18 -0.02 0.29 1.03
H -5.24 -0.23 4.51 0.39
H -6.38 -0.15 6.67 0.39
H -2.89 0.53 8.70 0.39
H -1.57 0.55 6.64 0.37
C -1.27 -2.97 0.17 -1.63
C 0.18 -3.01 -0.30 1.56
C 1.12 -3.23 0.88 -1.23
C 0.38 -4.08 -1.36 -1.42
O 0.46 -1.70 -0.88 0.75
Si 1.70 -1.28 -1.88 -1.56
S 1.46 0.88 -1.71 -0.38
O 3.10 -1.67 -1.19 1.21
C 4.39 -2.16 -1.67 1.50
C 4.93 -1.16 -2.69 -1.48
C 4.22 -3.54 -2.27 -1.48
C 5.28 -2.22 -0.44 -1.56
O 1.66 -1.80 -3.38 0.26
C 1.20 -1.60 -4.75 1.69
C 1.81 -2.73 -5.55 -1.79
C 1.69 -0.25 -5.24 -1.33
C -0.32 -1.68 -4.76 -1.75
H -1.50 -3.87 0.75 0.49
H -1.95 -2.93 -0.68 0.33
H -1.43 -2.10 0.80 0.09
H 0.92 -4.20 1.33 0.63
H 0.96 -2.46 1.64 0.15
H 2.16 -3.20 0.57 -0.04
H 0.11 -5.06 -0.97 0.55
H 1.42 -4.12 -1.69 0.20
H -0.25 -3.87 -2.23 0.21
H 4.29 -1.14 -3.57 0.14
H 5.93 -1.44 -3.01 0.52
H 4.97 -0.16 -2.26 0.31
H 3.51 -3.53 -3.10 0.11
H 3.87 -4.25 -1.52 0.30
H 5.17 -3.90 -2.65 0.56
H 5.39 -1.23 0.01 0.23
H 6.28 -2.57 -0.72 0.49
H 4.88 -2.91 0.30 0.35
H 2.89 -2.68 -5.52 0.31
H 1.49 -2.67 -6.59 0.50
H 1.49 -3.70 -5.15 0.32
H 2.77 -0.22 -5.27 0.31
H 1.33 0.56 -4.60 0.16
H 1.32 -0.07 -6.25 0.53
H -0.67 -2.66 -4.45 0.31
H -0.70 -1.47 -5.76 0.62
H -0.73 -0.93 -4.08 0.28
C 1.23 4.37 -1.87 -1.04
Si -0.53 3.80 -1.71 -0.16
C -1.15 2.86 -3.18 -0.31
C -1.62 5.28 -1.42 -1.21
N -0.51 2.71 -0.24 0.74
C -0.84 3.22 1.02 0.23
C 0.10 3.17 2.07 -0.01
C -0.25 3.60 3.34 -0.94
C -1.53 4.06 3.59 -0.64
C -2.46 4.12 2.56 -1.01
C -2.12 3.73 1.28 -0.21
H 1.23 5.28 -2.46 0.46
H 1.88 3.64 -2.35 0.26
H 1.66 4.60 -0.89 0.36
H -0.83 3.37 -4.09 0.50
H -2.24 2.82 -3.19 0.31
H -0.75 1.84 -3.22 -0.36
H -1.37 6.01 -2.20 0.42
H -1.44 5.77 -0.46 0.39
H -2.68 5.06 -1.51 0.32
H 1.11 2.85 1.84 0.57
H 0.49 3.59 4.13 0.53
H -1.80 4.39 4.59 0.51
H -3.46 4.51 2.75 0.49
H -2.84 3.78 0.48 0.46
```

Calculated values
Calculated total energy = -87041.918 eV
⟨S²⟩ = 6.0337
2S+1 = 5
Total charge = +2
LUMO energy (spin up / spin down) = -6.64 / -7.54 eV

# 3
Here is C39H54F7FeO39 as an isolated structure at a distorted geometry from OMol25. Energies are from the ωB97M-V functional and the def2-TZVPD basis.

```
140
Properties=species:S:1:pos:R:3:mulliken_charge:R:1
Fe -2.44 -3.58 10.95 1.07
C -5.62 -1.07 10.68 -1.58
C -4.52 -2.09 10.66 1.10
O -3.39 -1.90 10.19 -0.43
O -4.48 -3.22 11.18 -0.10
H -6.59 -1.56 10.66 0.37
H -5.71 -0.51 9.75 0.39
H -5.50 -0.38 11.51 0.33
C -1.92 -7.55 11.47 -0.12
C -2.08 -6.04 11.26 1.41
O -1.20 -5.22 11.60 -1.02
O -2.96 -5.52 10.54 -0.81
H -0.95 -7.77 11.01 -0.24
H -2.78 -8.12 11.12 -0.52
H -1.81 -7.73 12.54 0.48
C 0.09 -1.13 13.10 -1.46
C -0.87 -2.05 12.31 0.76
O -0.69 -2.45 11.17 -0.09
O -1.90 -2.55 12.75 -0.59
H 0.92 -0.92 12.42 0.31
H 0.39 -1.50 14.08 0.36
H -0.48 -0.24 13.37 0.41
C 3.30 -3.96 9.03 -0.50
C 1.85 -3.61 9.43 0.62
O 1.27 -4.78 8.83 0.35
C 1.89 -4.94 7.65 0.43
O 1.39 -5.44 6.65 -0.63
O 3.11 -4.40 7.72 -0.37
F 1.47 -2.47 8.77 -0.36
H 3.89 -4.57 9.71 0.26
H 3.89 -3.04 9.08 0.40
H 1.50 -3.40 10.43 -0.15
C -0.96 -11.18 12.56 -0.27
C -1.61 -12.54 12.92 0.22
O -2.17 -12.90 11.73 -0.34
C -2.33 -11.88 10.90 0.26
O -2.91 -11.88 9.86 -0.53
O -1.76 -10.72 11.44 0.44
F -2.49 -12.34 13.86 -0.17
H 0.05 -11.33 12.19 0.34
H -0.81 -10.42 13.32 -0.11
H -0.91 -13.32 13.20 0.32
C -5.42 -9.61 10.11 0.38
C -5.63 -10.40 8.88 0.21
O -4.85 -9.78 7.87 -0.40
C -4.32 -8.60 8.37 0.10
O -3.44 -7.86 7.93 -0.50
O -4.78 -8.46 9.59 0.23
F -6.87 -10.11 8.48 -0.29
H -4.70 -10.17 10.71 -0.50
H -6.34 -9.38 10.66 0.38
H -5.50 -11.47 9.05 0.39
C 0.18 -8.00 8.40 -0.29
C 0.12 -9.49 8.54 1.01
O 1.27 -9.79 9.20 -0.37
C 1.84 -8.73 9.75 0.48
O 2.88 -8.76 10.45 -0.65
O 1.09 -7.66 9.43 0.08
F 0.18 -9.82 7.21 -0.36
H -0.84 -7.65 8.52 -0.10
H 0.46 -7.65 7.41 0.37
H -0.76 -9.90 9.03 -0.15
C -6.09 -5.62 6.89 -0.22
C -5.68 -5.26 8.32 1.30
O -6.77 -5.81 9.08 -0.26
C -7.54 -6.59 8.33 0.52
O -8.61 -7.14 8.71 -0.62
O -7.10 -6.50 7.03 -0.35
F -5.75 -3.95 8.58 -0.21
H -5.36 -6.10 6.24 0.15
H -6.45 -4.75 6.33 0.33
H -4.72 -5.66 8.67 -0.60
C -2.81 -2.20 16.18 0.18
C -2.66 -0.71 16.06 0.56
O -3.01 -0.37 17.34 -0.31
C -3.77 -1.31 17.89 0.50
O -4.41 -1.20 18.97 -0.61
O -3.80 -2.37 17.10 -0.33
F -3.57 -0.16 15.18 -0.31
H -1.86 -2.63 16.49 0.21
H -3.23 -2.66 15.28 -0.21
H -1.70 -0.34 15.69 0.28
C 1.77 -5.90 12.64 0.37
C 1.06 -5.49 13.86 1.13
O 2.08 -4.68 14.44 -0.40
C 2.81 -4.17 13.41 0.55
O 3.53 -3.18 13.45 -0.62
O 2.59 -4.78 12.30 -0.27
F 0.80 -6.50 14.76 -0.28
H 1.12 -6.07 11.78 -0.58
H 2.35 -6.81 12.79 0.33
H 0.21 -4.82 13.72 -0.30
C -2.78 -4.84 5.62 -1.03
O -2.77 -4.68 6.98 0.28
C -2.28 -3.61 7.68 -0.13
O -1.84 -3.68 8.82 0.29
O -2.18 -2.58 6.87 -0.40
C -1.44 -1.43 7.25 -0.36
H -1.77 -4.65 5.26 0.33
H -3.45 -4.12 5.16 0.35
H -2.98 -5.82 5.19 0.29
H -2.01 -0.77 7.91 0.18
H -1.24 -0.79 6.39 0.34
H -0.54 -1.65 7.82 -0.03
C -4.50 -9.70 14.45 -0.12
O -5.22 -10.86 14.79 -0.36
C -5.54 -11.82 13.83 0.69
O -5.04 -11.93 12.65 -0.49
O -6.26 -12.78 14.48 -0.35
C -6.56 -13.93 13.79 -0.72
H -4.48 -9.06 15.33 0.14
H -5.05 -9.26 13.61 0.29
H -3.47 -9.97 14.24 0.04
H -7.39 -13.90 13.07 0.30
H -6.74 -14.68 14.55 0.31
H -5.76 -14.41 13.23 0.30
C 1.84 -9.11 15.85 -0.48
O 0.85 -9.34 16.90 -0.39
C -0.40 -9.48 16.55 0.54
O -0.89 -9.29 15.44 -0.10
O -1.12 -9.91 17.63 -0.44
C -2.49 -10.18 17.43 -0.36
H 2.73 -8.54 16.11 0.37
H 1.57 -8.63 14.91 -0.03
H 2.23 -10.07 15.50 0.32
H -2.89 -10.43 18.41 0.31
H -2.71 -11.16 16.99 0.27
H -2.97 -9.26 17.09 0.01
C -3.11 -5.64 15.83 -0.48
O -4.12 -6.21 15.14 -0.36
C -4.42 -5.77 13.90 0.09
O -3.77 -4.90 13.25 -0.10
O -5.62 -6.32 13.57 -0.39
C -6.31 -6.05 12.38 -0.27
H -2.22 -5.46 15.23 0.21
H -2.99 -6.34 16.66 0.27
H -3.52 -4.70 16.20 0.15
H -6.46 -5.01 12.11 0.10
H -7.34 -6.42 12.42 0.44
H -5.84 -6.60 11.57 0.01
```

Calculated values
Calculated total energy = -174579.575 eV
⟨S²⟩ = 8.7565
2S+1 = 6
LUMO energy (spin up / spin down) = 0.15 / -0.99 eV

# 4
Here is a 13-piece molecular cluster, C39H54F8O39 overall at a distorted geometry from OMol25. Energies are from the ωB97M-V functional and the def2-TZVPD basis.

```
140
Properties=species:S:1:pos:R:3:mulliken_charge:R:1
C 3.90 -2.01 4.27 -0.28
C 3.34 -3.33 3.71 0.18
O 2.17 -2.89 3.15 -0.06
C 1.79 -1.72 3.69 0.27
O 0.81 -1.03 3.39 -0.20
O 2.65 -1.43 4.62 -0.36
F 2.94 -4.05 4.75 -0.32
H 4.37 -1.31 3.58 0.12
H 4.56 -2.26 5.10 0.38
H 3.95 -3.99 3.09 0.34
C 5.16 4.54 -1.76 -0.41
C 4.88 4.62 -0.30 0.17
O 4.10 3.43 0.02 -0.17
C 3.56 2.98 -1.12 0.05
O 2.90 1.95 -1.27 -0.02
O 3.98 3.80 -2.10 -0.36
F 4.25 5.79 -0.07 -0.31
H 6.03 3.91 -1.94 0.32
H 5.28 5.55 -2.15 0.34
H 5.73 4.67 0.39 0.31
C 0.80 -4.56 -2.09 0.19
C 1.46 -3.35 -2.84 0.04
O 2.71 -3.87 -3.22 -0.35
C 3.08 -4.90 -2.37 0.60
O 4.13 -5.51 -2.25 -0.58
O 2.04 -5.05 -1.53 -0.40
F 1.68 -2.30 -2.10 0.14
H 0.35 -5.31 -2.74 0.10
H 0.12 -4.21 -1.31 -0.22
H 1.05 -2.96 -3.77 0.46
C -1.03 0.29 1.10 1.59
C -0.75 -1.12 0.50 0.68
O -0.43 -0.79 -0.81 -0.22
C -0.11 0.53 -0.93 0.50
O 0.33 1.10 -1.94 -0.68
O -0.48 1.11 0.21 -0.28
F -2.00 -1.65 0.35 -0.06
H -0.49 0.58 2.00 -1.13
H -2.09 0.48 1.28 -0.46
H -0.05 -1.79 0.99 -0.16
C -4.59 -2.46 -1.94 1.19
C -4.09 -1.53 -2.99 0.73
O -5.26 -0.87 -3.52 -0.41
C -6.37 -1.43 -2.95 0.62
O -7.47 -1.04 -3.31 -0.59
O -5.98 -2.37 -2.07 -0.40
F -3.52 -2.27 -3.91 -0.31
H -4.22 -2.23 -0.94 -0.56
H -4.27 -3.49 -2.11 -0.52
H -3.42 -0.86 -2.46 0.19
C 2.47 -0.39 -4.17 0.17
C 2.78 0.61 -5.32 0.48
O 3.15 -0.19 -6.38 -0.35
C 3.45 -1.44 -5.94 0.44
O 3.81 -2.35 -6.72 -0.58
O 3.29 -1.46 -4.57 -0.24
F 3.83 1.25 -4.79 -0.30
H 1.40 -0.57 -4.09 0.16
H 2.82 0.05 -3.23 -0.26
H 1.95 1.32 -5.36 0.43
C -6.08 2.49 -0.24 -0.47
C -5.14 2.80 0.93 0.21
O -4.37 1.66 1.04 -0.15
C -5.11 0.64 0.50 0.41
O -4.86 -0.52 0.75 -0.35
O -6.13 1.12 -0.12 -0.36
F -5.75 3.01 2.07 -0.32
H -5.55 2.97 -1.07 0.33
H -7.06 2.92 -0.04 0.33
H -4.43 3.59 0.73 0.33
C 4.05 -2.09 -0.59 0.72
C 3.54 -0.97 0.26 1.92
O 4.55 -0.70 1.22 -0.53
C 5.71 -1.14 0.81 0.64
O 6.82 -0.97 1.39 -0.64
O 5.50 -2.01 -0.20 -0.44
F 2.48 -1.30 1.02 -0.03
H 3.90 -1.82 -1.63 -0.21
H 3.77 -3.12 -0.38 -0.10
H 3.29 -0.07 -0.30 -1.16
C 1.08 4.57 -3.13 -0.46
O 0.44 5.29 -4.16 -0.39
C -0.05 4.65 -5.14 0.81
O -0.17 3.43 -5.18 -0.57
O -0.39 5.47 -6.19 -0.36
C -1.30 4.94 -7.19 -0.68
H 0.57 3.70 -2.72 0.32
H 1.21 5.37 -2.41 0.25
H 2.08 4.22 -3.39 0.26
H -1.24 5.42 -8.17 0.27
H -2.32 5.20 -6.88 0.29
H -1.33 3.86 -7.31 0.30
C -3.71 5.11 5.06 -0.68
O -2.36 4.65 5.16 -0.32
C -1.99 3.43 4.80 0.78
O -2.66 2.58 4.12 -0.60
O -0.69 3.30 5.15 -0.33
C 0.03 2.16 4.75 0.13
H -4.39 4.34 4.70 0.31
H -3.87 6.08 4.60 0.27
H -3.95 5.29 6.11 0.28
H 1.10 2.27 4.60 0.34
H -0.40 1.70 3.86 -0.53
H -0.03 1.35 5.49 0.45
C 3.12 6.70 4.56 -0.71
O 2.98 5.82 3.44 -0.34
C 2.58 4.56 3.51 0.84
O 2.48 3.90 4.55 -0.64
O 2.39 4.19 2.23 -0.25
C 1.86 2.92 1.90 -0.26
H 2.31 7.41 4.43 0.27
H 3.99 7.36 4.52 0.25
H 2.99 6.18 5.51 0.34
H 2.62 2.17 2.08 0.50
H 1.64 2.81 0.83 -0.09
H 0.93 2.58 2.35 0.05
C -4.03 -2.33 3.00 -0.47
O -2.70 -2.74 3.27 0.02
C -2.38 -3.85 3.96 0.38
O -3.08 -4.68 4.51 -0.61
O -0.99 -3.79 3.94 -0.03
C -0.29 -4.94 4.46 -0.76
H -3.96 -1.31 2.62 -0.10
H -4.58 -2.26 3.93 0.45
H -4.65 -2.99 2.38 0.26
H -0.85 -5.81 4.11 0.38
H -0.35 -4.95 5.55 0.28
H 0.69 -5.04 4.00 0.16
C -3.10 -5.11 0.63 -0.32
O -2.91 -6.11 -0.34 -0.39
C -2.61 -5.68 -1.54 0.81
O -2.02 -4.61 -1.87 -0.31
O -2.92 -6.69 -2.36 -0.43
C -2.81 -6.57 -3.74 -0.65
H -3.21 -5.71 1.53 0.24
H -3.94 -4.46 0.40 0.22
H -2.26 -4.42 0.58 0.14
H -2.81 -5.52 -4.03 0.23
H -3.53 -7.16 -4.32 0.29
H -1.81 -6.88 -4.02 0.29
```

Calculated values
Calculated total energy = -142906.505 eV
LUMO energy = 0.07 eV

- The highest calculated total energy belongs to which entry?
  C39H53N5P2Pt

- The highest calculated total energy belongs to which entry?
  C39H53N5P2Pt

- calculated total energy of number 3 (C39H54F7FeO39)?
  -174579.575 eV

- Which of these has the lowest calculated total energy?
  C39H54F7FeO39